Here is a cluster of 11 separate species, H22O11 in total in a non-equilibrium geometry from OMol25. Energies are from ωB97M-V with the def2-TZVPD basis set.

Structure (XYZ):
```
33
Properties=species:S:1:pos:R:3:forces:R:3:nbo_charge:R:1
O 0.9134 0.0860 -0.4364 -1.45 0.61 -1.02 -0.9648
H 0.3782 0.2110 -1.2281 -0.57 0.59 -0.30 0.4865
H 0.3199 0.3178 0.2869 -0.01 0.02 0.08 0.4889
O 3.0681 -2.5759 1.9866 -0.16 -0.70 0.39 -0.9711
H 2.1491 -2.7132 2.2427 0.17 -0.01 0.05 0.4576
H 3.1208 -1.6319 1.7994 0.01 0.15 -0.18 0.4945
O 2.7954 -0.4686 0.5480 2.20 0.10 0.72 -0.9379
H 2.9281 -0.9210 -0.2927 -0.09 0.01 0.23 0.4805
H 2.9833 0.4556 0.3491 -0.08 -0.14 -0.02 0.4813
O -2.6465 -3.2838 0.6096 -0.14 -0.66 0.04 -0.9365
H -2.1943 -3.3246 -0.2406 0.12 -0.05 0.05 0.4685
H -2.8204 -4.2064 0.8273 -0.04 0.01 0.02 0.4657
O -0.9537 -0.1014 -2.5612 -0.12 0.46 -0.41 -0.9439
H -1.8586 -0.1020 -2.2295 0.21 -0.26 0.02 0.4692
H -0.9780 0.5075 -3.3080 0.02 0.04 -0.13 0.4910
O -2.4333 2.6145 3.4650 0.10 0.09 -0.15 -0.9364
H -1.7890 3.3278 3.3937 -0.06 -0.08 0.06 0.4651
H -2.1334 1.9624 2.8217 -0.04 -0.04 0.11 0.4715
O 2.5433 2.8023 -2.0406 -0.11 -0.13 0.00 -0.9374
H 1.6278 3.0079 -1.8204 0.05 0.03 0.00 0.4715
H 2.4823 2.0012 -2.5731 0.06 0.08 0.04 0.4671
O -0.1567 -2.2797 -1.3029 0.19 -1.24 -0.06 -0.9826
H 0.4931 -2.9319 -1.0176 -0.02 -0.06 -0.04 0.4760
H 0.2182 -1.4371 -1.0229 0.44 0.05 0.00 0.4831
O 1.3966 1.4895 3.1421 0.02 0.18 -0.14 -0.9361
H 1.6833 1.8490 2.2950 0.02 -0.06 0.07 0.4633
H 1.8733 2.0159 3.7937 -0.06 -0.09 0.02 0.4732
O -1.9279 -0.9044 0.0409 -0.30 1.29 -0.01 -0.9457
H -2.2980 -1.2928 -0.7599 0.10 -0.23 0.45 0.4564
H -1.1111 -1.3957 0.1839 -0.43 -0.25 -0.02 0.4845
O -2.2578 2.5285 -2.4487 -0.16 -0.18 -0.07 -0.9396
H -2.2136 1.6835 -1.9872 0.08 0.34 0.22 0.4607
H -3.2020 2.7100 -2.5157 0.06 0.13 -0.01 0.4759
```
Positions in Å, forces in eV/Å.

For the LUMO energy, the calculation gives -0.201 eV. As for the net charge: 0. For the strongest force on any atom, the calculation gives 2.32 eV/A. As for the HOMO energy: -0.388 Ha. As for the HOMO-LUMO gap: 10.347 eV. Its structure (SMILES) is O.O.O.O.O.O.O.O.O.O.O. For the electronic energy, the calculation gives -22878.2505 eV.


Here is a cluster of 11 separate species, H22O11 in total in a non-equilibrium geometry from OMol25. Energies are from ωB97M-V with the def2-TZVPD basis set.

Structure (XYZ):
```
33
Properties=species:S:1:pos:R:3:forces:R:3:nbo_charge:R:1
O 18.9694 8.6115 -12.4914 0.15 -0.12 -0.67 -0.9786
H 19.3706 8.6835 -11.6253 0.11 -0.17 0.24 0.4956
H 18.0991 8.9957 -12.3854 -0.13 0.37 0.49 0.4840
O 14.2804 5.5846 -13.8027 0.17 -0.08 0.21 -0.9322
H 14.7943 5.8957 -14.5479 0.14 0.19 -0.24 0.4686
H 13.7539 4.8679 -14.1567 -0.32 -0.11 -0.05 0.4654
O 15.3347 2.6979 -10.9461 -0.16 0.17 1.04 -0.9683
H 14.6119 2.1574 -11.2652 -0.08 -0.07 -0.01 0.4608
H 15.7727 3.0056 -11.7396 0.11 -0.13 -0.37 0.4891
O 21.1588 6.2765 -13.9322 0.41 -0.09 0.37 -0.9577
H 20.5708 6.4505 -14.6672 -0.47 0.23 -0.25 0.4910
H 21.8994 5.8121 -14.3221 0.27 -0.08 -0.08 0.4634
O 16.1054 2.7019 -13.4473 0.09 0.30 -0.53 -0.9430
H 16.3115 1.8092 -13.7247 0.30 -0.29 0.04 0.4901
H 15.4556 3.0060 -14.0809 -0.16 0.17 -0.16 0.4710
O 20.0134 3.6961 -12.9107 0.09 -0.43 -0.33 -0.9686
H 19.4359 4.0717 -12.2461 -0.38 -0.08 0.46 0.4869
H 20.7417 4.3142 -12.9727 0.04 0.34 -0.11 0.4725
O 17.3320 6.0411 -12.7397 -0.15 0.44 -0.18 -0.9545
H 16.9317 5.2581 -13.1176 -0.15 -0.49 0.09 0.4985
H 17.8252 6.4308 -13.4616 0.16 -0.35 0.00 0.4677
O 17.4505 6.9719 -10.1565 0.33 0.08 0.83 -0.9747
H 16.6121 7.4327 -10.1878 -0.09 0.10 -0.07 0.4746
H 17.6200 6.7200 -11.0643 -0.22 0.12 -0.65 0.4875
O 18.8704 7.4945 -15.1309 -0.31 -0.59 -0.61 -0.9574
H 18.6148 7.5786 -14.2123 0.62 0.72 0.44 0.4732
H 18.9704 8.3964 -15.4357 0.10 0.26 0.00 0.4844
O 16.3140 9.2240 -11.9081 0.02 0.17 0.00 -0.9574
H 16.2479 8.6662 -12.6831 -0.28 -0.40 -0.23 0.4769
H 15.4086 9.3460 -11.6222 -0.24 0.17 0.10 0.4899
O 18.2136 4.1642 -10.4980 0.47 -0.38 -0.30 -0.9615
H 17.2971 4.0130 -10.2671 -0.32 -0.10 0.15 0.4846
H 18.3005 5.1171 -10.5242 -0.12 0.17 0.37 0.4783
```
Positions in Å, forces in eV/Å.

For the LUMO energy, the calculation gives -0.278 eV. As for the net charge: 0. For the strongest force on any atom, the calculation gives 1.06 eV/A. As for the HOMO energy: -0.372 Ha. As for the HOMO-LUMO gap: 9.845 eV. Its structure (SMILES) is O.O.O.O.O.O.O.O.O.O.O. For the electronic energy, the calculation gives -22879.6833 eV.


Here is a cluster of 11 separate species, H22O11 in total in a non-equilibrium geometry from OMol25. Energies are from ωB97M-V with the def2-TZVPD basis set.

Structure (XYZ):
```
33
Properties=species:S:1:pos:R:3:forces:R:3:nbo_charge:R:1
O 0.0510 -0.4323 -1.3529 -0.11 -0.05 0.26 -0.9514
H -0.3148 -0.1073 -0.5225 0.33 0.28 -0.15 0.4611
H -0.5454 -0.0827 -2.0246 0.03 -0.12 0.24 0.4848
O 2.6990 0.5898 -1.2991 0.46 0.43 -0.07 -0.9405
H 2.2413 0.3059 -2.0984 -0.33 -0.22 0.28 0.4885
H 3.0672 1.4494 -1.5324 0.08 -0.11 -0.01 0.4519
O -1.4594 1.8735 -1.2970 -0.34 0.18 -0.38 -0.9363
H -2.1915 1.4113 -0.8734 0.07 0.19 0.20 0.4726
H -1.8665 2.3180 -2.0492 0.04 0.01 0.05 0.4663
O -4.0985 -2.1906 1.6632 0.09 0.04 -0.15 -0.9362
H -4.2036 -2.8406 0.9593 -0.03 0.03 0.10 0.4698
H -3.4234 -1.5896 1.3285 -0.04 -0.06 0.03 0.4666
O -1.3007 -1.6781 -3.1332 -0.60 -0.23 -0.60 -0.9395
H -1.9053 -1.7357 -3.8816 0.05 -0.03 -0.03 0.4629
H -1.3120 -2.5641 -2.7539 0.24 0.15 0.13 0.4788
O 2.2146 0.7711 3.7480 0.01 0.09 -0.10 -0.9403
H 2.7219 0.1819 3.1783 -0.04 0.04 0.02 0.4730
H 1.4590 1.0271 3.2071 -0.02 -0.29 0.05 0.4677
O 4.0259 -2.7319 -3.4302 0.14 -0.04 0.18 -0.9310
H 3.5541 -2.9140 -2.6097 -0.10 0.09 -0.22 0.4645
H 4.8625 -2.3511 -3.1401 -0.07 0.01 -0.07 0.4668
O -1.2679 2.3802 1.6838 -1.55 0.52 0.60 -0.9489
H -0.4841 2.3110 2.2404 -0.58 0.18 -0.53 0.4719
H -1.7004 3.1864 1.9869 -0.39 -0.34 0.02 0.4634
O 0.8698 2.1889 1.3023 3.06 -0.20 -0.03 -0.9532
H 1.6187 2.4051 1.8692 0.45 0.05 -0.23 0.4639
H 1.1466 2.4812 0.4265 -0.26 -0.23 -0.14 0.5030
O -3.3103 1.7356 2.9795 -0.92 -0.32 0.31 -0.9349
H -2.8556 0.8888 2.9079 0.14 0.28 -0.09 0.4718
H -4.2353 1.5197 2.8161 -0.03 0.00 0.18 0.4621
O 1.6439 -2.4828 -0.7265 0.34 -0.46 0.03 -0.9149
H 1.2924 -2.6426 0.1566 -0.01 0.09 -0.10 0.4664
H 2.5359 -2.8464 -0.6933 -0.08 0.02 0.21 0.4492
```
Positions in Å, forces in eV/Å.

For the LUMO energy, the calculation gives 0.069 eV. As for the net charge: 0. For the strongest force on any atom, the calculation gives 3.06 eV/A. As for the HOMO energy: -0.351 Ha. As for the HOMO-LUMO gap: 9.621 eV. Its structure (SMILES) is O.O.O.O.O.O.O.O.O.O.O. For the electronic energy, the calculation gives -22877.5771 eV.